Record 1
Density functional theory data (wB97M-V/def2-TZVPD) for 5 unconnected molecules or ions with the total composition C11H22Br8O.

Output
LUMO energy (eV): -0.01
SMILES string: CC(C)=O.BrCCBr.BrCCBr.BrCCBr.BrCCBr
ΔE to the lowest compared entry with this formula, charge and spin (eV): 0.3661

Positions of all 42 atoms, in Å:
C (0.12517, 3.80042, 1.61607)
C (-0.55098, 3.69824, 2.95182)
C (0.11713, 4.23157, 4.23059)
O (-1.63511, 3.10905, 3.02714)
H (0.85418, 4.60410, 1.51244)
H (-0.60610, 3.94343, 0.82052)
H (0.70151, 2.88431, 1.48686)
H (-0.64088, 4.43876, 4.98597)
H (0.37058, 5.28519, 4.11332)
H (0.94395, 3.66834, 4.66331)
Br (-2.83977, -0.63608, 3.62428)
C (-3.97838, 0.79899, 2.87870)
C (-3.59147, 0.92963, 1.43149)
Br (-4.55523, 2.54938, 0.64826)
H (-3.84199, 1.71077, 3.46022)
H (-5.04793, 0.61094, 2.97247)
H (-3.75298, 0.03359, 0.83223)
H (-2.52699, 1.11889, 1.29306)
Br (1.78319, -1.85674, -0.01971)
C (-0.07249, -1.14001, -0.43004)
C (0.06225, 0.34107, -0.75809)
Br (-1.72536, 1.15354, -1.15883)
H (-0.71801, -1.13025, 0.44820)
H (-0.34573, -1.65170, -1.35287)
H (0.66050, 0.47926, -1.65871)
H (0.44579, 0.93525, 0.07133)
Br (-3.47749, -3.04627, -3.31954)
C (-1.65880, -2.91266, -4.02208)
C (-1.38133, -1.60529, -4.67136)
Br (-2.49747, -1.31828, -6.19476)
H (-1.33160, -3.84106, -4.49017)
H (-1.11745, -2.95233, -3.07685)
H (-0.37642, -1.59455, -5.09342)
H (-1.42962, -0.80662, -3.93117)
Br (6.54263, -1.68352, 0.73553)
C (5.16747, -2.80126, -0.35615)
C (5.75181, -3.69939, -1.37876)
Br (4.37172, -4.69082, -2.39742)
H (4.39992, -2.11867, -0.72089)
H (4.56717, -3.40497, 0.32450)
H (6.52483, -4.39743, -1.05738)
H (6.30990, -3.03666, -2.04014)

Cartesian forces, eV/Å:
0.42 0.53 -0.17
-1.48 -1.21 0.99
-1.04 1.25 -0.09
1.68 1.05 -0.10
-0.01 0.12 0.38
-0.07 -0.43 0.09
-0.14 -0.20 -0.20
-0.31 -1.11 0.16
0.96 -0.03 -0.68
-0.06 -0.06 -0.38
-0.59 0.45 -0.11
-0.39 0.34 -0.09
0.37 0.76 -0.15
0.61 -1.31 0.43
0.68 -0.15 -0.17
0.17 -0.79 0.11
-0.75 0.24 0.01
-0.32 0.52 0.40
-1.35 0.49 -0.04
0.87 1.37 -0.19
0.06 0.23 -0.48
1.00 -0.54 -0.30
0.08 -1.23 -0.15
-0.45 -0.34 0.69
-0.05 0.22 0.19
0.01 -0.19 -0.15
0.05 -0.14 -0.34
0.31 -0.71 1.77
0.75 -0.06 -0.23
-0.39 0.37 -0.34
-0.61 0.30 -0.69
0.29 0.24 -0.01
0.07 -0.14 0.20
-0.47 0.16 -0.31
-1.31 -1.27 -1.23
-1.08 0.01 1.77
1.46 0.70 -1.18
0.61 0.58 0.58
0.76 0.39 -0.46
0.54 0.08 0.73
-0.59 -0.21 0.47
-0.30 -0.29 -0.71

Mulliken population analysis, charges in e, atoms 1 to 6: atom 1 (C): -0.75, atom 2 (C): 0.64, atom 3 (C): -1.14, atom 4 (O): -0.46, atom 5 (H): 0.38, atom 6 (H): 0.29

***

Record 2
Density functional theory data (wB97M-V/def2-TZVPD) for a molecular structure, C11H22BrCuNO11P.

Output
LUMO energy (eV): 7.61
Total charge: -4

Positions of all 48 atoms, in Å:
Cu (1.02355, -1.65915, -0.55938)
Br (3.32147, -0.14918, 0.56467)
C (3.00498, -2.66241, -2.99935)
O (2.15897, -1.70460, -2.87169)
O (4.11114, -2.62111, -2.35881)
O (2.79667, -3.60825, -3.82793)
C (0.96578, -4.78298, -0.04922)
O (2.08966, -4.39950, 0.45127)
O (0.02349, -3.92735, -0.27803)
O (0.75577, -6.00285, -0.41327)
C (-0.69676, -2.53073, 4.78067)
O (-1.22356, -3.42805, 5.45400)
N (0.35169, -2.47933, 3.95540)
C (1.44617, -3.41232, 4.02244)
C (0.62821, -1.24228, 3.25974)
H (-1.41065, -1.70700, 4.59643)
H (2.17896, -3.05873, 4.75947)
H (1.93758, -3.39846, 3.04492)
H (1.20485, -4.44686, 4.25166)
H (1.49260, -0.69982, 3.65587)
H (0.90861, -1.41051, 2.22386)
H (-0.21480, -0.55369, 3.24578)
C (0.96315, 4.26981, 0.51766)
C (1.22957, 3.01387, -0.34995)
O (0.15656, 2.94672, -1.30853)
P (-0.73345, 1.61971, -1.26747)
O (-0.04010, 0.37110, -0.99603)
O (-1.89067, 1.93408, -0.18511)
C (-2.70406, 0.81000, 0.16852)
C (-4.15597, 1.19425, -0.01873)
O (-1.51349, 1.70042, -2.67224)
C (-0.76207, 1.87979, -3.85940)
C (-0.98746, 3.24452, -4.50654)
H (0.73406, 5.08515, -0.17669)
H (0.10786, 4.20950, 1.18831)
H (1.85807, 4.66147, 1.00621)
H (2.22169, 3.12671, -0.79250)
H (1.39849, 2.05762, 0.15571)
H (-2.58959, -0.04215, -0.50138)
H (-2.52571, 0.57762, 1.21746)
H (-4.52635, 1.87808, 0.74647)
H (-4.28068, 1.60353, -1.02270)
H (-4.79025, 0.30309, -0.00491)
H (0.26956, 1.53196, -3.73950)
H (-1.07483, 1.08506, -4.54671)
H (-0.55982, 4.06994, -3.93469)
H (-0.58788, 3.37457, -5.51263)
H (-2.07107, 3.37874, -4.51311)

Cartesian forces, eV/Å:
0.68 -1.50 -0.46
-0.44 0.41 0.35
1.18 -0.21 -0.18
-0.97 0.50 0.57
-0.09 0.12 -0.17
-0.25 -0.08 -0.44
1.25 -0.78 -0.48
-0.53 0.05 0.55
-0.81 2.28 0.03
-0.10 -0.30 0.51
-2.59 -0.25 -1.22
1.68 -0.27 0.40
-0.45 -0.07 1.36
1.12 -0.08 -0.52
0.54 0.67 -0.63
0.60 0.73 0.02
0.02 0.00 0.07
-0.04 -0.26 -0.14
-0.60 0.19 -0.02
0.01 -0.16 0.32
-0.05 -0.42 -0.24
-0.22 -0.24 0.22
0.18 0.13 -0.88
0.68 0.67 1.23
-0.27 -0.66 -0.03
-0.08 0.21 -0.26
-0.02 -0.07 -0.03
0.62 0.03 -0.83
-1.16 0.09 -0.02
-0.46 -0.03 -0.14
-0.09 0.60 1.17
0.88 -1.19 -1.52
-0.19 0.07 0.78
-0.22 -0.09 -0.17
0.13 -0.29 0.17
0.02 -0.56 0.41
-0.37 0.20 -0.83
-0.52 0.04 0.37
0.87 -0.10 0.33
0.34 -0.36 -0.19
0.03 0.20 -0.15
-0.03 0.29 0.11
0.10 -0.08 0.23
0.21 0.73 0.43
-0.55 0.23 -0.03
-0.01 -0.14 0.25
-0.04 -0.48 -0.07
0.00 0.25 -0.24

Mulliken population analysis, charges in e, atoms 1 to 6: atom 1 (Cu): 0.82, atom 2 (Br): -0.93, atom 3 (C): 0.65, atom 4 (O): -0.71, atom 5 (O): -0.69, atom 6 (O): -0.75

***

Record 3
Density functional theory data (wB97M-V/def2-TZVPD) for a molecular structure, C11H22FeN6O5.

Output
LUMO energy (spin up / spin down) (eV): 0.12 / 0.12
Spin multiplicity: 5

Positions of all 45 atoms, in Å:
O (-0.00937, 3.41087, 0.76656)
H (0.12766, 4.35632, 0.59801)
Fe (0.03759, 0.41481, -0.45839)
N (-1.00550, -0.39344, -1.98319)
N (1.09785, -1.20272, -1.03382)
O (-2.22214, -0.00298, -2.29281)
O (2.09912, -1.85530, -0.30945)
C (-0.41418, -1.34947, -2.75042)
C (0.81313, -1.80156, -2.19566)
C (-1.02263, -1.82442, -4.02179)
C (1.68414, -2.85804, -2.76739)
H (-1.88400, -1.20758, -4.30278)
H (-1.35722, -2.86967, -3.94110)
H (-0.27305, -1.77813, -4.82505)
H (2.30269, -3.30468, -1.98761)
H (2.33670, -2.43345, -3.54188)
H (1.06494, -3.62627, -3.24159)
H (-1.91501, 1.42263, -1.72633)
H (2.08066, -1.40060, 0.57637)
O (-0.82081, -2.35924, 1.06590)
H (-1.76989, -2.51880, 0.93424)
H (-0.39443, -3.17100, 0.73655)
C (1.45862, 1.90025, -0.74685)
H (1.36545, 2.79473, -0.12917)
H (1.34828, 2.14486, -1.82051)
H (2.43889, 1.42739, -0.57949)
O (-1.49164, 2.27292, -1.32791)
H (-0.55972, 3.07280, 0.01148)
H (-1.38406, 2.88025, -2.07743)
N (-1.75351, 1.33241, 3.04157)
C (-2.90989, 1.53867, 2.31154)
C (-2.65022, 1.07617, 1.05073)
N (-1.32844, 0.64343, 0.99498)
C (-0.81601, 0.77262, 2.23259)
C (0.49737, 0.34466, 2.64182)
N (1.43220, -0.20859, 1.86884)
C (2.52193, -0.46131, 2.65760)
C (2.25817, -0.05386, 3.94605)
N (0.97180, 0.45503, 3.93007)
H (-1.60576, 1.57275, 4.01836)
H (-3.79266, 1.99396, 2.71607)
H (-3.29520, 1.01458, 0.18972)
H (3.40420, -0.92209, 2.23729)
H (2.87434, -0.08902, 4.82346)
H (0.45960, 0.85012, 4.71082)

Cartesian forces, eV/Å:
-1.72 1.31 0.65
-0.22 -0.38 0.07
1.77 0.63 0.18
-0.81 -2.21 -2.59
0.26 -2.66 -1.42
0.81 0.13 -0.03
0.48 0.55 0.48
-2.10 2.53 0.87
1.34 1.26 2.91
0.09 -0.35 -0.28
-0.16 -0.37 -0.25
0.27 -0.10 0.25
0.01 0.20 -0.10
-0.19 -0.08 0.10
-0.09 0.07 -0.20
-0.11 -0.05 0.16
0.16 0.04 0.01
0.01 0.54 0.12
-0.46 -0.20 -1.28
-0.26 -0.67 -0.11
0.40 0.15 -0.01
-0.14 0.53 0.14
0.42 -0.66 -0.54
0.63 -0.71 -0.67
0.30 0.09 0.20
0.01 0.10 -0.23
-0.65 0.24 -0.73
0.49 0.25 0.64
0.05 -0.36 0.27
0.29 -0.05 0.45
0.34 -0.37 -0.47
1.00 0.00 0.63
-0.56 -0.09 1.94
-1.69 0.35 -1.33
1.74 -0.49 0.34
-1.03 0.41 0.44
-0.75 0.52 0.69
-0.10 -0.10 -0.58
0.00 -0.07 -0.52
-0.28 -0.03 -0.57
-0.01 -0.01 0.19
0.13 0.13 0.01
0.02 0.11 0.21
-0.09 0.06 0.17
0.44 -0.20 -0.22

Mulliken population analysis, charges in e, atoms 1 to 6: atom 1 (O): -0.63, atom 2 (H): 0.29, atom 3 (Fe): -0.34, atom 4 (N): 0.76, atom 5 (N): 0.75, atom 6 (O): -0.89

***

Question: Which formula does entry 1 have?
Answer: C11H22Br8O

***

Question: What is the formula in the second record?
Answer: C11H22BrCuNO11P